Molecular formula: C52H39AsHgO2S2
Method: DFT, ωB97M-V/def2-TZVPD

Summary:
Net charge: +1
Molecular weight in g/mol: 1035.53
E in eV: -145330.077
F_max in eV/Å: 0.7
Kohn-Sham gap (spin up / spin down) in Ha: 0.3052 / 0.1859
Spin multiplicity: 2
E_HOMO (spin up / spin down) in eV: -10.560 / -10.554
LUMO energy (spin up / spin down) in eV: -2.255 / -5.494

Each line ends with the Löwdin charge.
Atoms and positions in Å:
Hg (3.00274, 1.99631, -0.59934)  0.848
C (5.00310, -5.17632, 2.43991)  -0.038
C (4.18625, -3.94049, 2.18180)  -0.256
C (3.17163, -3.55891, 3.06023)  -0.024
C (2.39963, -2.43583, 2.81936)  -0.049
C (2.65092, -1.68156, 1.68372)  -0.373
C (3.67444, -2.01720, 0.81239)  -0.081
C (4.43439, -3.14804, 1.06234)  -0.024
S (1.69691, -0.21968, 1.33383)  0.884
O (1.79457, 0.70443, 2.49238)  -0.480
C (0.02469, -0.88085, 1.32582)  -0.296
C (-0.89659, -0.33095, 2.23305)  -0.047
C (-2.21101, -0.68584, 2.14652)  -0.004
C (-2.66925, -1.54758, 1.11981)  -0.148
C (-4.04573, -1.85141, 0.96661)  -0.024
C (-4.47447, -2.63506, -0.06379)  -0.064
C (-3.54863, -3.16153, -0.99377)  -0.059
C (-2.21431, -2.90909, -0.86137)  -0.013
C (-1.73782, -2.09773, 0.20181)  -0.115
C (-0.36097, -1.75426, 0.33318)  -0.164
C (0.64848, -2.30359, -0.62373)  -0.164
C (1.12426, -3.64188, -0.49334)  -0.111
C (0.69673, -4.49308, 0.55505)  -0.006
C (1.18548, -5.76470, 0.65679)  -0.054
C (2.11852, -6.25020, -0.28545)  -0.062
C (2.55229, -5.44947, -1.30168)  -0.025
C (2.07635, -4.12213, -1.42760)  -0.155
C (2.54034, -3.26394, -2.45599)  -0.003
C (2.09007, -1.98311, -2.56155)  -0.058
C (1.12136, -1.51996, -1.64956)  -0.312
S (0.52825, 0.16951, -1.76849)  0.908
O (1.60377, 0.92245, -2.52259)  -0.650
C (-0.85452, -0.08828, -2.85720)  -0.365
C (-2.11488, 0.17058, -2.34673)  -0.086
C (-3.22297, 0.01620, -3.16801)  -0.025
C (-3.07796, -0.38416, -4.49213)  -0.254
C (-4.27212, -0.51384, -5.39835)  -0.039
C (-1.79320, -0.64268, -4.98001)  -0.019
C (-0.67949, -0.49861, -4.17345)  -0.045
H (4.47486, -5.86623, 3.09701)  0.080
H (5.95117, -4.91911, 2.91686)  0.090
H (5.23254, -5.69413, 1.50835)  0.080
H (2.97889, -4.15866, 3.94295)  0.121
H (1.60637, -2.15164, 3.50252)  0.126
H (3.86378, -1.41525, -0.07059)  0.105
H (5.22817, -3.42312, 0.37707)  0.124
H (-0.53309, 0.34574, 2.99873)  0.109
H (-2.93068, -0.28366, 2.84996)  0.118
H (-4.75346, -1.44763, 1.68174)  0.117
H (-5.52770, -2.86126, -0.17416)  0.109
H (-3.90254, -3.76607, -1.81929)  0.111
H (-1.50986, -3.32020, -1.57376)  0.125
H (-0.02934, -4.12971, 1.27180)  0.125
H (0.85693, -6.40681, 1.46431)  0.112
H (2.48303, -7.26669, -0.20103)  0.110
H (3.26552, -5.82061, -2.02903)  0.118
H (3.26749, -3.64502, -3.16363)  0.123
H (2.45079, -1.32148, -3.34007)  0.112
H (-2.23288, 0.47647, -1.31258)  0.095
H (-4.21249, 0.21152, -2.77066)  0.119
H (-5.19431, -0.62117, -4.82860)  0.079
H (-4.17000, -1.37352, -6.06049)  0.084
H (-4.36621, 0.37466, -6.02647)  0.091
H (-1.66793, -0.96128, -6.00878)  0.122
H (0.31462, -0.69548, -4.55751)  0.115
C (-0.63973, 8.14635, -1.09303)  -0.072
C (0.26225, 7.86401, -0.07804)  -0.069
C (0.64330, 6.55232, 0.17592)  -0.091
C (0.10394, 5.52302, -0.58468)  -0.374
C (-0.77740, 5.80675, -1.62320)  -0.118
C (-1.15793, 7.11692, -1.86725)  -0.075
As (0.49271, 3.65805, -0.18911)  1.320
C (-1.20645, 3.11999, 0.57390)  -0.302
C (-2.39456, 2.88660, -0.09688)  -0.104
C (-3.55060, 2.64585, 0.63451)  -0.069
C (-3.49884, 2.62796, 2.02348)  -0.071
C (-2.30204, 2.84453, 2.69059)  -0.025
C (-1.13845, 3.09365, 1.97088)  -0.196
C (0.18547, 3.40089, 2.54917)  -0.207
C (0.51224, 3.38107, 3.89908)  -0.015
C (1.79068, 3.73053, 4.30662)  -0.054
C (2.75530, 4.10078, 3.37734)  -0.064
C (2.44562, 4.09746, 2.02399)  -0.153
C (1.16698, 3.74895, 1.61900)  -0.397
H (-0.92677, 9.17055, -1.29125)  0.109
H (0.67210, 8.66210, 0.52707)  0.110
H (1.34453, 6.34315, 0.97246)  0.093
H (-1.17131, 5.00919, -2.24281)  0.097
H (-1.85927, 7.33212, -2.66295)  0.109
H (-2.43430, 2.90781, -1.17886)  0.098
H (-4.49138, 2.48960, 0.12292)  0.109
H (-4.40362, 2.45270, 2.59246)  0.112
H (-2.28052, 2.83706, 3.77386)  0.116
H (-0.22433, 3.09254, 4.63966)  0.114
H (2.04181, 3.70679, 5.35898)  0.112
H (3.74541, 4.38825, 3.70570)  0.110
H (3.20018, 4.37527, 1.29531)  0.084